Record 1
{
  "formula": "C5H8N2",
  "method": "the ωB97M-V functional and the def2-TZVPD basis",
  "elements": ["C", "C", "C", "C", "C", "N", "N", "H", "H", "H", "H", "H", "H", "H", "H"],
  "positions_angstrom": [[-1.44458, 1.38922, -0.04917], [-1.27019, -1.08364, 0.01049], [-2.23446, 0.30139, 0.10209], [0.36351, -0.90420, 0.05200], [2.09761, 0.65623, 0.09798], [-0.02745, 1.41709, -0.20241], [0.67584, 0.34080, -0.00067], [-1.64534, 2.40522, -0.26735], [-1.57869, -1.85210, 0.73530], [-1.67333, -1.52861, -0.88078], [-3.32440, 0.18621, 0.44632], [1.03752, -1.62331, 0.18505], [2.22022, 1.51525, -0.59875], [2.25686, 0.80964, 1.11688], [2.57105, -0.25542, -0.39900]],
  "atomic_forces_ev_per_a": [[1.1287, -1.2115, -0.7286], [-0.5575, 0.4061, 0.6161], [2.3004, -1.5446, 1.1572], [-7.6906, 2.9117, -0.4680], [-0.1516, -1.1878, -3.5408], [-1.2436, 0.5597, 0.3593], [0.8260, -0.0309, -0.5716], [-1.4687, 0.8230, 0.4168], [0.2392, 0.4914, 0.3616], [0.6659, -0.2926, -0.9788], [1.9774, 0.4276, -0.8958], [2.4789, -2.7228, 0.6248], [0.2990, -0.4158, 1.0409], [1.0521, 0.4503, 1.3998], [0.1443, 1.3362, 1.2071]],
  "nbo_charge": [-0.055, -0.469, -0.281, -0.013, -0.401, -0.434, -0.043, 0.209, 0.202, 0.200, 0.233, 0.194, 0.242, 0.219, 0.198],
  "e_lumo_ev": 0.86,
  "e_tot_ev": -8290.4405,
  "e_above_lowest_ev": 4.556,
  "total_charge": 0,
  "largest_force_ev_per_a": 8.24,
  "homo_energy_ev": -7.13
}

---

Record 2
{
  "formula": "C26H48Cl3N6O3SiZn",
  "method": "the ωB97M-V functional and the def2-TZVPD basis",
  "elements": ["C", "C", "H", "H", "H", "C", "C", "H", "H", "H", "H", "Zn", "Cl", "Cl", "C", "O", "N", "C", "C", "H", "H", "H", "H", "H", "H", "H", "H", "H", "C", "C", "N", "H", "C", "O", "H", "H", "H", "H", "O", "C", "C", "C", "H", "C", "H", "C", "H", "C", "C", "H", "H", "H", "Si", "Cl", "C", "C", "C", "H", "H", "H", "H", "H", "H", "H", "H", "H", "C", "N", "C", "N", "C", "N", "C", "N", "C", "C", "H", "H", "H", "H", "H", "H", "H", "H", "H", "H", "H", "H"],
  "positions_angstrom": [[2.46010, -2.45727, -6.97106], [1.89284, -1.59045, -8.04770], [2.11575, -3.49898, -7.06197], [2.18786, -2.05077, -5.98694], [3.56206, -2.48082, -7.01904], [1.75840, -2.03804, -9.31286], [2.07168, -3.42490, -9.76069], [1.43246, -1.36931, -10.11368], [1.60915, -4.18544, -9.11580], [3.15145, -3.63153, -9.78854], [1.69779, -3.57055, -10.78127], [1.79408, 0.01204, -2.20092], [3.07676, 1.18940, -0.87811], [2.76341, -1.30565, -3.68812], [0.35800, 2.99627, -2.13346], [0.20612, 1.76513, -2.07784], [-0.63277, 3.83918, -2.52712], [-1.96072, 3.26361, -2.76679], [-0.26863, 5.06189, -3.22937], [1.30930, 3.49618, -1.87024], [-2.24549, 2.64113, -1.91174], [-1.97735, 2.64213, -3.67614], [-2.68450, 4.07757, -2.88646], [0.63292, 5.46665, -2.74955], [-1.08922, 5.78362, -3.17706], [-0.04853, 4.87373, -4.29343], [0.09960, -4.08342, -1.50656], [-0.67686, -3.33380, -3.62544], [-0.87454, -4.57149, -1.35033], [-1.72738, -3.59153, -3.43748], [-1.91208, -3.80650, -2.01254], [-1.10548, -4.60080, -0.27780], [-2.79060, -3.07609, -1.27036], [-3.48702, -2.15013, -1.66888], [-2.38055, -2.79204, -3.79471], [-2.80772, -3.41881, -0.21077], [-0.83291, -5.59227, -1.75936], [-1.94622, -4.52637, -3.97220], [0.61414, -0.28199, -6.52608], [1.51348, -0.16728, -7.62573], [-0.17057, 0.38307, -9.46057], [1.01259, 0.69148, -8.77916], [-0.74370, -0.49812, -9.16876], [-0.58242, 1.18828, -10.53567], [2.42215, 0.26974, -7.18496], [1.78986, 1.77630, -9.18829], [-1.52930, 0.96393, -11.03661], [0.19043, 2.28044, -10.93021], [1.39592, 2.55817, -10.27750], [2.71384, 1.97429, -8.64706], [-0.14203, 2.92201, -11.75242], [2.00900, 3.40633, -10.58721], [-0.69734, 0.55932, -5.91581], [-0.18799, -1.21116, -1.71312], [-2.25408, 0.08156, -6.84841], [-0.38272, 2.39740, -6.03470], [-0.96420, -0.06938, -4.21595], [-2.28347, 0.50131, -7.86158], [-3.12018, 0.45840, -6.28363], [-2.33260, -1.01352, -6.90745], [-0.76703, -1.14361, -4.18181], [-1.96030, 0.13191, -3.80721], [-0.23704, 0.44486, -3.58581], [-0.19068, 2.69350, -7.07236], [0.48408, 2.69437, -5.43533], [-1.25949, 2.95601, -5.69100], [-1.85963, 2.17436, 1.17320], [-1.34019, 0.79956, 1.21945], [-2.45409, -0.13035, 1.47275], [-3.15198, 0.18184, 2.75787], [-3.63654, 1.58775, 2.68600], [-2.52957, 2.55605, 2.44979], [-1.53014, 2.40217, 3.54049], [-0.98400, 1.01729, 3.63667], [-0.36135, 0.67956, 2.31697], [-2.14285, 0.09953, 3.84294], [-2.59947, 2.24750, 0.36180], [-1.01893, 2.86300, 0.99846], [-2.03916, -1.14673, 1.52470], [-3.17502, -0.05898, 0.64805], [-4.11994, 1.83384, 3.64313], [-4.35654, 1.67054, 1.85732], [-0.69187, 3.08698, 3.35572], [-2.01129, 2.66124, 4.49371], [0.00093, -0.36036, 2.35780], [0.46204, 1.38423, 2.12301], [-2.63333, 0.37347, 4.78819], [-1.75948, -0.92890, 3.88967]],
  "atomic_forces_ev_per_a": [[-0.0064, -0.0418, 0.5062], [-0.2529, -0.0951, -1.2566], [0.0490, 0.3226, 0.0986], [0.0959, -0.3671, -0.2944], [-0.2726, 0.0553, -0.0359], [0.0513, 0.7860, 0.5704], [0.1086, -0.4916, -0.2665], [0.0050, -0.1048, 0.4074], [0.1336, 0.1534, -0.1296], [-0.1612, 0.0452, 0.0924], [0.0557, -0.0972, 0.1981], [-1.0603, -0.7867, 0.5996], [0.3242, 0.3769, 0.3039], [0.2083, 0.1596, -0.2444], [-0.1939, -1.3485, -0.2970], [0.2593, 2.0527, 0.1179], [-0.2394, -0.2542, 0.0112], [0.1579, -0.0588, -0.2239], [0.1999, -0.0607, 0.1395], [-0.1289, -0.2434, -0.1634], [0.1285, 0.0806, -0.2687], [-0.0052, 0.1262, 0.3533], [0.1905, -0.1008, 0.0868], [-0.2758, 0.0802, -0.2115], [0.1948, -0.0572, 0.1457], [-0.0747, 0.0198, 0.2761], [-0.2433, -0.0581, 0.1436], [-0.2365, 0.1243, 0.0133], [-0.1024, -0.0187, -0.0768], [0.1448, -0.1206, 0.0763], [-0.4182, 0.1114, 0.1977], [0.2146, -0.1208, -0.2519], [0.1725, 0.5988, -0.4448], [0.1760, -0.9484, 0.1984], [0.1156, -0.1434, 0.1899], [0.0372, 0.1923, -0.2621], [-0.0258, 0.1563, 0.1724], [-0.0546, 0.1386, 0.0146], [-0.4223, 0.1200, -0.2765], [-0.0182, -0.3528, 0.3843], [0.1414, 0.4350, -0.3668], [0.1555, -0.1182, 0.2341], [0.1356, 0.3278, -0.0559], [-0.0351, -0.2396, 0.4996], [-0.0145, 0.2017, -0.3529], [-0.2731, -0.1084, -0.3049], [0.3804, 0.0941, 0.0979], [0.1608, 0.0664, -0.0493], [-0.1874, -0.0149, 0.2307], [-0.1520, 0.0859, -0.1634], [0.1268, -0.2727, 0.2692], [-0.1842, -0.2362, 0.0469], [-0.0181, -0.8154, -0.5562], [0.9671, -0.1541, 1.1478], [-0.1189, 0.3291, -0.3691], [-0.0189, 0.2151, -0.1743], [0.3631, 0.5429, -0.6153], [-0.1897, -0.1314, 0.1730], [0.1296, -0.1158, -0.1686], [0.0282, 0.2430, 0.0194], [-0.0264, 0.3320, -0.0074], [0.1606, -0.0585, -0.0277], [-0.4266, -0.3774, -0.0714], [-0.0169, -0.0254, 0.0908], [-0.0666, -0.0465, 0.0130], [0.0923, 0.0084, -0.0220], [-0.0013, -0.4711, 0.5400], [-0.1195, 0.0590, 0.2834], [0.1602, 0.4751, 0.2472], [0.4188, 0.3572, -0.1062], [0.8020, -0.2829, -0.0355], [0.1365, -0.3716, 0.0812], [-0.1134, -0.6220, -0.3683], [-0.5859, 0.1410, -0.3554], [-0.7348, 0.3076, 0.0549], [0.1514, 0.4936, -0.4813], [0.2572, 0.0274, 0.1741], [-0.2744, -0.1376, -0.0394], [-0.2214, 0.2187, -0.0706], [0.1788, -0.1364, 0.1545], [0.0433, -0.0144, -0.2747], [0.1703, -0.0160, 0.2952], [-0.2103, -0.0960, 0.0254], [0.1160, -0.0593, -0.1682], [0.0062, 0.4305, -0.0779], [-0.1297, -0.3613, 0.0987], [0.1522, -0.1593, -0.1430], [-0.1459, 0.2215, 0.0549]],
  "mulliken_charge": [-0.927, 0.266, 0.382, -0.367, 0.279, 0.097, -1.447, 0.292, 0.319, 0.300, 0.375, 0.389, -0.582, -0.436, -0.199, -0.249, 0.298, -0.283, -0.896, 0.386, -0.190, -0.095, 0.499, 0.353, 0.295, 0.277, 0.244, 0.342, -0.815, -1.052, 0.172, 0.309, 0.204, -0.579, 0.300, 0.255, 0.297, 0.351, -0.025, 0.314, -0.190, 0.173, 0.839, -1.017, 0.260, -0.300, 0.371, -0.396, -0.656, 0.374, 0.358, 0.368, 0.014, -0.488, -1.178, -0.923, 0.700, 0.379, 0.426, 0.279, -0.365, 0.367, -0.798, 0.409, 0.242, 0.417, -0.635, 0.166, -0.674, 0.086, -0.584, 0.106, -0.648, -0.012, -0.646, -0.661, 0.129, 0.198, 0.235, 0.242, 0.330, 0.304, 0.343, 0.326, 0.303, 0.306, 0.347, 0.321],
  "e_lumo_ev": 2.38,
  "e_tot_ev": -136693.9508,
  "e_above_lowest_ev": 0.000,
  "total_charge": -1,
  "largest_force_ev_per_a": 2.07,
  "homo_energy_ev": -5.54
}